166
Properties=species:S:1:pos:R:3:forces:R:3 method="wB97M-V/def2-TZVPD" e_homo_ev=-4.023 max_force_ev_per_a=1.7 e_tot_ev=-234308.002 total_charge=-1 de_lowest_ev=0.000 gap_ev=5.37 multiplicity=1
C -0.02190 -5.30175 0.60957 0.539 -0.389 1.575
C -0.31245 -5.05695 -0.52046 -0.497 0.446 -1.590
P -0.80590 -4.69017 -2.28655 0.215 0.275 0.993
C 0.86476 -5.26780 -3.07840 -0.177 -0.126 -0.316
C 1.82045 -6.19625 -2.32102 0.375 -0.136 -0.079
C 2.57354 -7.07488 -3.33477 -0.118 0.165 -0.033
C 2.84691 -5.43770 -1.46915 -0.035 -0.114 0.056
N -2.43674 -4.12635 -1.82299 -0.071 -0.140 -0.081
C -3.12319 -4.59328 -0.63410 0.076 -0.063 0.257
C -4.61927 -4.23017 -0.63937 -0.092 0.214 0.068
C -5.59541 -5.36757 -0.95320 -0.062 0.079 -0.282
P -1.45191 -4.21224 -4.56938 -0.136 0.296 -0.190
S -2.76264 -2.77091 -5.00036 -0.141 -0.033 -0.053
C -0.14193 -2.87597 -2.11059 -0.106 -0.203 -0.202
F 1.22557 -2.96492 -1.70845 0.026 0.105 0.074
C -0.81559 -1.90861 -1.15482 0.214 0.346 0.138
C -1.91579 -1.06607 -1.79874 0.106 0.048 0.221
P -1.48903 -6.91008 -2.69957 0.253 -0.448 -0.506
C -3.28862 -6.92628 -3.15483 -0.115 -0.164 0.113
C -3.57903 -7.97426 -4.24263 -0.145 -0.054 0.210
C -1.48533 -7.98955 -1.19146 -0.332 -0.282 0.364
C -0.76269 -9.34447 -1.37750 0.185 0.158 0.136
H 0.28573 -5.54120 1.60446 -0.103 0.081 -0.160
H 0.52624 -5.82795 -3.96024 0.056 0.109 0.117
H 1.42466 -4.40680 -3.46399 -0.068 -0.017 0.164
H 1.26695 -6.88632 -1.67267 -0.143 0.171 0.015
H 1.86970 -7.56757 -4.01384 0.086 0.004 0.083
H 3.16382 -7.84573 -2.82866 0.017 0.057 -0.034
H 3.25308 -6.45756 -3.93719 -0.079 -0.106 0.052
H 3.30318 -4.63691 -2.06300 0.005 -0.117 0.075
H 3.63947 -6.11972 -1.13290 -0.076 0.074 -0.067
H 2.39509 -4.98831 -0.58629 -0.021 0.060 -0.105
H -3.06956 -4.17234 -2.61212 0.070 0.149 -0.098
H -3.00801 -5.68200 -0.48475 -0.043 0.007 -0.010
H -2.65726 -4.12721 0.24176 -0.038 -0.073 -0.103
H -4.87353 -3.82308 0.34562 0.042 -0.110 -0.103
H -4.77243 -3.40378 -1.34715 0.013 -0.091 0.122
H -6.60145 -5.12979 -0.59063 0.113 -0.042 0.040
H -5.26876 -6.30423 -0.49212 -0.092 0.064 0.017
H -5.69482 -5.53717 -2.03072 0.142 -0.065 0.133
H -1.80242 -5.40616 -5.23445 0.115 -0.083 -0.063
H -0.23663 -3.94792 -5.22673 0.101 -0.060 -0.103
H -0.10675 -2.40873 -3.10784 -0.147 -0.137 0.066
H -0.01240 -1.21885 -0.84471 -0.103 -0.094 0.003
H -1.15147 -2.40442 -0.23913 -0.021 -0.092 -0.140
H -1.55490 -0.71259 -2.76346 -0.256 -0.016 -0.024
H -2.83400 -1.63248 -1.94783 0.114 0.015 -0.067
H -2.12936 -0.18778 -1.17888 0.012 -0.121 -0.075
H -3.60436 -5.93604 -3.49615 0.062 -0.073 -0.036
H -3.87670 -7.16597 -2.26176 -0.018 0.199 -0.139
H -3.65649 -8.97621 -3.80252 0.104 0.116 -0.048
H -4.53292 -7.76965 -4.74082 0.096 -0.023 -0.044
H -2.77315 -8.00997 -4.97896 -0.120 0.088 -0.052
H -2.53645 -8.17694 -0.93106 0.137 0.052 -0.001
H -1.06319 -7.45934 -0.33694 0.024 0.062 -0.122
H -1.44566 -10.18587 -1.23438 0.038 0.019 -0.117
H -0.31139 -9.41471 -2.37081 -0.092 -0.065 0.051
H 0.04515 -9.46203 -0.64601 -0.069 0.001 -0.078
C -2.80902 2.34232 3.11726 0.075 0.486 -0.323
C -2.63892 1.98353 4.59595 -0.055 -0.090 0.062
C -1.47563 1.06404 4.98551 -0.047 0.171 -0.029
F -1.63117 -0.15625 4.44432 -0.056 -0.116 -0.052
F -1.46996 0.93887 6.33301 0.041 -0.067 0.012
F -3.79039 1.50603 5.10817 -0.001 0.013 -0.014
F -2.35630 3.16890 5.22257 -0.035 0.015 0.005
O -3.80262 1.65039 2.38569 -0.154 -0.341 0.444
C -3.53486 0.50246 1.68848 -0.086 0.052 -0.132
C -4.44373 -0.65662 2.12531 0.058 0.159 -0.090
F -4.24763 -0.92960 3.43051 0.073 -0.040 0.081
F -4.11874 -1.73629 1.39288 -0.025 -0.066 0.090
F -2.24461 0.15580 1.73994 0.065 0.023 0.062
F -3.84828 0.74714 0.39216 0.066 0.050 -0.101
H -3.17523 3.36828 3.13605 0.036 0.007 -0.019
H -1.84954 2.35570 2.60185 0.033 -0.146 0.051
H -0.52391 1.49450 4.66387 0.011 -0.028 -0.010
H -5.49048 -0.39399 1.96156 -0.013 -0.017 -0.006
C -5.79125 6.43523 1.23083 -0.393 0.215 -0.021
C -4.80572 6.91287 2.30223 -0.014 0.128 0.009
C -3.65551 7.82225 1.86080 -0.202 0.050 -0.049
F -2.84092 7.16531 1.01252 -0.131 0.387 0.037
F -2.94217 8.16865 2.95730 -0.204 0.022 -0.062
F -4.30296 5.86631 2.99106 -0.061 -0.053 0.100
F -5.53862 7.67765 3.16784 0.012 -0.034 0.014
O -5.55994 5.14901 0.72394 0.083 -0.200 0.258
C -4.80764 4.93676 -0.39208 0.077 -0.285 -0.192
C -3.58382 4.08302 -0.04816 -0.046 -0.103 -0.096
F -2.83454 4.73376 0.88066 0.023 -0.346 -0.081
F -2.84255 3.91306 -1.15486 0.090 -0.003 0.005
F -4.45063 6.08433 -0.99195 0.026 0.144 -0.077
F -5.54679 4.22530 -1.27309 0.002 0.180 0.071
H -6.74518 6.36494 1.75142 -0.020 0.012 -0.025
H -5.89465 7.17984 0.43975 0.101 0.006 0.056
H -4.04064 8.72704 1.38378 0.043 -0.004 -0.020
H -3.90274 3.11958 0.34957 0.038 -0.009 -0.013
C 0.59816 8.88310 3.65021 0.133 0.254 -0.295
C 0.68963 8.80243 5.17795 -0.003 -0.105 0.051
C 1.82596 7.97155 5.78402 -0.015 0.082 -0.097
F 1.69902 6.67251 5.46766 -0.009 -0.036 0.051
F 1.75684 8.09375 7.13355 0.061 -0.058 0.112
F -0.48413 8.42345 5.71117 -0.006 0.054 -0.012
F 0.95727 10.08157 5.59893 -0.028 0.068 0.018
O -0.34360 8.03698 3.03668 0.026 -0.052 0.411
C -0.02807 6.78575 2.60026 -0.099 -0.132 -0.161
C -0.92120 5.72329 3.25928 -0.041 0.145 -0.115
F -0.74930 5.74674 4.59422 0.026 -0.033 0.054
F -0.53542 4.51070 2.79431 0.000 -0.096 0.078
F 1.27334 6.49358 2.78004 0.107 0.001 0.014
F -0.28054 6.72706 1.27642 0.296 0.010 -0.068
H 0.23137 9.88988 3.45587 0.007 -0.002 -0.036
H 1.58715 8.79643 3.19893 0.031 -0.067 0.080
H 2.79777 8.34095 5.44692 0.013 -0.023 0.013
H -1.96960 5.90073 3.01334 0.157 -0.111 0.067
C 2.82173 10.66716 9.18146 -0.352 -0.062 -0.454
C 4.18691 10.00459 9.38743 0.069 -0.007 0.062
C 4.25435 8.79278 10.32259 -0.034 0.070 -0.104
F 3.92582 9.15627 11.57878 0.027 -0.047 0.047
F 5.52232 8.32733 10.32747 0.000 -0.037 0.068
F 5.10857 10.91550 9.75505 -0.003 -0.001 -0.044
F 4.54393 9.51101 8.16046 0.023 0.021 -0.039
O 2.57288 11.84519 9.91768 0.452 0.062 0.134
C 1.99419 11.82893 11.14597 -0.136 0.148 0.123
C 2.90056 12.48873 12.19660 -0.074 -0.025 -0.082
F 4.06210 11.81511 12.29208 0.017 0.004 0.044
F 2.27510 12.44498 13.39353 0.039 0.022 0.045
F 1.62375 10.59872 11.53276 -0.026 -0.073 -0.003
F 0.87472 12.59290 11.09112 -0.103 -0.071 -0.032
H 2.83681 10.99900 8.14463 -0.043 -0.007 -0.006
H 2.01487 9.93994 9.27470 0.062 -0.032 0.110
H 3.58253 8.00268 9.97788 -0.002 -0.011 0.032
H 3.09478 13.52604 11.91975 0.032 0.010 0.019
C 6.44742 -9.82065 -7.25695 -0.002 -0.385 0.228
C 7.49873 -9.25005 -8.21563 0.026 0.102 -0.028
C 8.48616 -8.21725 -7.66016 -0.065 -0.099 -0.003
F 7.84168 -7.10009 -7.27977 0.037 0.059 -0.014
F 9.36425 -7.89674 -8.63834 0.022 0.063 0.021
F 6.92184 -8.77227 -9.33280 0.000 -0.053 -0.009
F 8.28918 -10.31536 -8.56556 -0.005 -0.037 -0.037
O 5.15964 -9.26086 -7.32765 0.075 0.239 -0.431
C 4.77986 -8.20928 -6.54111 -0.174 0.015 0.070
C 4.30201 -7.02472 -7.39507 0.000 -0.103 0.057
F 5.30263 -6.61901 -8.20554 0.005 0.039 -0.027
F 3.96758 -6.01051 -6.57772 0.001 0.058 -0.027
F 5.75225 -7.83286 -5.69300 0.037 0.011 0.055
F 3.72190 -8.60604 -5.80810 0.033 -0.061 0.117
H 6.31892 -10.85109 -7.58513 -0.021 -0.008 0.035
H 6.82982 -9.84266 -6.23578 0.050 0.089 -0.028
H 9.03721 -8.63184 -6.81202 0.001 0.028 0.014
H 3.44022 -7.32282 -7.99425 -0.012 0.031 -0.018
C 1.75577 -0.42594 -3.69057 0.078 -0.116 0.435
C 2.74664 -0.75304 -4.81135 0.046 0.067 -0.072
C 3.75107 0.33592 -5.20060 -0.076 -0.056 0.039
F 3.11380 1.41573 -5.70173 0.086 0.012 -0.029
F 4.57648 -0.14924 -6.15734 0.025 0.060 -0.027
F 2.10788 -1.18523 -5.91370 -0.018 -0.060 0.026
F 3.52710 -1.77095 -4.33727 -0.010 -0.059 0.001
O 0.46848 -0.03048 -4.10432 0.016 -0.093 -0.470
C 0.11429 1.26067 -4.31554 -0.144 -0.072 0.146
C -0.41774 1.45140 -5.74094 -0.052 -0.062 0.101
F 0.54606 1.15077 -6.63407 -0.026 0.042 -0.037
F -0.75802 2.75409 -5.90611 -0.026 0.011 -0.055
F 1.11115 2.12809 -4.04905 0.056 0.072 0.034
F -0.91076 1.56007 -3.48000 0.103 0.183 0.018
H 1.60500 -1.36952 -3.16659 0.064 0.064 0.022
H 2.19234 0.27582 -2.97783 0.039 0.051 -0.101
H 4.34940 0.63218 -4.33537 -0.001 0.036 -0.011
H -1.28875 0.81331 -5.89695 0.001 -0.027 -0.048